Entry 1:
The following is a quantum chemistry calculation of a cluster of 2 separate species, C9H14O in total at a distorted geometry, from the Open Molecules 2025 dataset.

The geometry in XYZ format:
```
24
Properties=species:S:1:pos:R:3
O -1.040 -1.229 2.966
C 1.611 -0.010 -1.633
C 0.363 -0.095 -1.008
C -1.718 -0.763 1.747
C 2.305 1.208 -1.347
C -3.172 -0.888 2.061
C 2.268 -1.125 -2.390
C 0.443 2.160 -0.348
C 1.807 2.290 -0.624
C -0.259 0.975 -0.376
H -0.107 2.980 0.119
H 2.310 -2.062 -1.676
H -0.389 -1.871 2.633
H 2.363 3.154 -0.341
H -1.282 -1.304 0.899
H 1.529 -1.386 -3.176
H -1.325 0.272 1.684
H -3.548 0.043 2.530
H -1.191 0.921 0.146
H -0.178 -1.012 -1.119
H 3.281 1.314 -1.792
H -3.458 -1.659 2.755
H -3.819 -0.895 1.150
H 3.206 -1.017 -2.861
```

Results
SMILES: Cc1ccccc1.CCO
E in eV: -11605.9594
HOMO-LUMO gap in hartree: 0.357

natural (NBO) atomic charge list, values in e, 8 entries: -0.736 -0.029 -0.208 -0.078 -0.198 -0.647 -0.630 -0.200



Entry 2:
The following is a quantum chemistry calculation of a structure of composition C3H7IN2O at a distorted geometry, from the Open Molecules 2025 dataset.

The geometry in XYZ format:
```
14
Properties=species:S:1:pos:R:3
I -2.894 0.160 -0.245
O -0.312 1.461 -0.638
N -0.308 -1.858 -0.096
N 0.041 -0.700 0.234
C 0.179 2.592 -0.011
C 0.832 -2.677 -0.406
C -0.928 0.181 0.519
H 0.736 -2.974 -1.492
H 1.165 2.506 0.406
H 0.881 -3.587 0.276
H 1.800 -2.107 -0.099
H -0.388 2.731 0.874
H 0.062 3.437 -0.754
H -0.865 0.835 1.431
```

Results
E in eV: -16348.4254
HOMO-LUMO gap in hartree: 0.318

natural (NBO) atomic charge list, values in e, 8 entries: 0.155 -0.586 -0.095 -0.218 -0.249 -0.477 0.061 0.236



The records above yield HOMO level values of -8.943; -9.117 eV, respectively.
The records above yield energy relative to the best compared isomer or geometry (same formula, charge and spin) values of 161.8; 183.6 kJ/mol, respectively.